C26H65IN6O5P2Si2 | ωB97M-V/def2-TZVPD

XYZ file:
```
107
C26H65IN6O5P2Si2 ωB97M-V/def2-TZVPD
C 0.31564 2.11059 4.91201
C 1.04001 1.36410 4.08697
Si 2.23190 0.41134 2.87792
C 3.81010 0.06120 3.96453
C 3.60281 -1.27556 4.86530
C 3.58756 -0.96369 6.48228
O 1.39500 -1.04932 2.46723
Si 2.15448 -1.97174 1.20928
C 4.02509 -2.30804 1.43812
O 4.34963 -3.37494 2.37867
C 5.77350 -3.68656 2.26657
C 6.74429 -2.64547 3.02424
O 1.38374 -3.55984 1.25772
C -0.05430 -3.42754 1.42887
C -0.59047 -4.08284 2.83744
C 0.59484 -4.83484 3.65940
C 2.55121 1.61853 1.42518
I 4.52544 1.42116 0.48823
C 1.42382 1.62172 0.26749
C -0.06545 2.05063 0.81829
H -0.22793 2.67303 5.76771
H 4.78486 0.08257 3.35883
H 3.84686 0.94923 4.72394
H 4.37713 -2.09983 4.66569
H 2.56209 -1.76435 4.65940
H 2.83254 -1.68062 7.00167
H 4.65702 -1.18865 6.85866
H 3.26075 0.12779 6.65031
H 1.80433 -1.44760 -0.13358
H 4.66245 -1.39408 1.71748
H 4.42258 -2.66628 0.39555
H 5.96038 -4.75323 2.68575
H 6.14059 -3.72943 1.15951
H 6.46270 -2.42546 4.11751
H 7.84657 -3.02828 2.98536
H 6.77543 -1.61387 2.47750
H -0.47118 -2.36764 1.27186
H -0.54021 -4.08676 0.59532
H -1.39530 -4.90131 2.63646
H -1.12406 -3.28729 3.50149
H 0.97940 -5.79326 3.12502
H 0.08978 -5.22415 4.63841
H 1.45036 -4.13864 3.98422
H 2.53645 2.69247 1.88466
H 1.38155 0.67265 -0.37629
H 1.71552 2.48485 -0.46400
H 0.11211 2.97344 1.47961
H -0.60416 1.18022 1.33666
H -0.62705 2.42983 -0.12998
O -1.41648 5.31563 -0.56056
P -1.45807 6.71171 -1.21833
N -0.05558 6.37864 -2.12012
C 1.22849 7.02905 -2.23518
C -0.23070 5.42694 -3.21659
N -1.26160 7.51798 0.28480
C -0.02476 8.05316 0.83403
C -2.04207 6.95041 1.39464
N -1.58203 8.31460 -1.98030
C -2.49115 8.30600 -3.12727
C -0.64551 9.40529 -2.11324
H 1.30497 7.60210 -3.16563
H 2.03733 6.28817 -2.24536
H 1.46549 7.69958 -1.41410
H -0.64343 5.92629 -4.10087
H -0.91482 4.61898 -2.93952
H 0.70977 4.94558 -3.50207
H 0.85554 7.49694 0.49580
H 0.01202 7.99991 1.92799
H 0.08213 9.11731 0.60808
H -1.52374 6.09985 1.85884
H -3.01867 6.60383 1.04930
H -2.22956 7.70033 2.16733
H -1.97351 8.00440 -4.04522
H -2.94278 9.29069 -3.28796
H -3.31881 7.60567 -2.96158
H -0.15401 9.40449 -3.09372
H 0.13773 9.43114 -1.36398
H -1.17775 10.35901 -2.01864
O -2.33459 -6.91093 -4.48130
P -3.26046 -6.22560 -3.45331
N -3.92428 -5.22036 -4.65335
C -4.03224 -3.78810 -4.80032
C -4.81892 -5.88593 -5.59935
N -1.93839 -5.61295 -2.54527
C -1.38029 -4.27076 -2.61174
C -0.82589 -6.55763 -2.36273
N -4.33826 -5.50373 -2.23537
C -5.54941 -6.30067 -2.03589
C -4.58826 -4.13702 -1.84327
H -5.04573 -3.43795 -4.57593
H -3.80804 -3.48749 -5.83113
H -3.34261 -3.22162 -4.18104
H -5.82404 -5.99030 -5.17431
H -4.45836 -6.88721 -5.85407
H -4.90122 -5.34184 -6.54529
H -1.50450 -3.81734 -3.60056
H -0.30037 -4.24763 -2.42629
H -1.80450 -3.62733 -1.83635
H -0.14763 -6.55401 -3.22723
H -1.19579 -7.57644 -2.22721
H -0.24444 -6.31265 -1.47018
H -6.32807 -6.03226 -2.75929
H -5.95170 -6.17218 -1.02537
H -5.33456 -7.36978 -2.15331
H -5.49107 -3.73427 -2.31840
H -3.78104 -3.44451 -2.05400
H -4.74421 -4.08937 -0.75914
```

LUMO energy	-1.629	eV
frontier orbital gap	5.667	eV
molecular weight	786.9	g mol⁻¹
E	-3293.35409	hartree
strongest force on any atom	8.8	eV Å⁻¹
E_HOMO	-7.30	eV

Results of the Löwdin charge analysis, in e, for atoms 1 through 6: C 0.02; C -0.14; Si 0.40; C -0.26; C -0.27; C -0.12